Density functional theory data (the ωB97M-V functional and the def2-TZVPD basis) for a cluster of 11 separate species, C64H150BN10O28 in total in a non-equilibrium geometry.

Last column: Löwdin charge in e.
Element x y z (Å)
H 1.969 -4.417 -1.536  0.101
H 2.704 -8.943 -2.807  0.076
O 2.946 -7.606 -1.190  -0.193
H 1.376 4.902 2.586  0.117
H -0.779 2.767 6.449  0.127
C -0.712 8.084 1.806  -0.118
H 7.423 -2.848 -4.187  0.084
O -1.498 -0.912 -0.344  0.230
C -1.538 -6.679 -3.991  -0.236
H 5.834 1.129 5.442  0.089
C -6.121 -3.901 5.201  -0.222
H -2.058 1.038 -2.216  0.077
H 0.888 3.969 -6.943  0.085
N 1.244 3.172 3.669  -0.016
O -0.740 3.092 1.369  0.128
O 0.677 -3.394 0.664  0.137
H 2.354 -1.427 -2.047  0.091
C -5.528 10.561 -1.898  -0.130
H -0.638 8.971 2.438  0.085
C -5.042 8.227 0.841  -0.220
C -0.432 2.029 0.886  -0.352
H 3.513 -9.534 -1.353  0.085
C 4.664 2.217 3.479  -0.223
O 5.734 2.036 -6.195  -0.178
H 2.659 -2.341 0.936  0.084
C 6.492 1.315 4.578  -0.144
O 0.544 2.873 -1.167  0.129
H -9.068 5.310 -5.158  0.083
H -2.125 3.383 -2.797  0.115
H -6.628 8.682 -0.526  0.126
C 7.250 -3.345 -3.216  -0.127
H 4.041 4.155 -1.582  0.107
H 3.205 5.155 4.098  0.116
H -1.590 -7.887 3.282  0.121
C 5.259 3.796 0.213  -0.208
H 7.502 1.448 4.959  0.083
O -2.047 7.649 1.756  -0.210
O 1.688 -2.488 -4.543  -0.196
H 4.066 2.455 4.373  0.117
H -0.347 -4.821 5.195  0.112
H 5.033 -3.615 -4.758  0.116
C -3.138 1.016 -2.401  -0.086
H 6.145 2.588 1.500  0.104
H 3.381 1.797 -5.421  0.110
N -4.937 4.451 -4.381  -0.078
H -5.729 7.971 1.653  0.121
H 3.413 7.190 5.731  0.087
C 0.181 1.927 -0.528  -0.391
H -3.398 1.654 4.258  0.085
C 1.173 4.631 3.635  -0.223
O -0.744 0.805 1.295  0.240
C 0.576 -8.901 4.187  -0.140
H 0.315 -9.240 5.209  0.090
O -6.528 -3.069 0.905  -0.195
H 1.518 2.866 5.769  0.107
C 3.594 -4.132 2.770  -0.230
H -1.557 5.739 1.106  0.112
H -6.130 11.305 -1.353  0.086
O -1.254 -1.947 4.929  -0.183
H -2.924 3.315 3.829  0.086
O -6.104 -3.166 7.501  -0.195
H 4.381 1.166 3.320  0.104
O 4.164 -1.156 -1.073  -0.167
H -0.032 -9.508 3.505  0.086
H -5.025 -2.809 -0.513  0.080
H 6.879 0.846 -7.503  0.087
H 1.631 -9.140 4.104  0.083
H -6.021 -5.081 0.811  0.123
C -3.515 4.204 -4.182  -0.201
C -1.399 -5.311 -3.347  -0.217
H 4.387 -5.949 -1.740  0.104
H -0.356 8.414 0.820  0.085
H -3.704 1.248 -1.496  0.096
O 3.428 5.297 0.017  -0.205
C 2.197 5.331 4.476  -0.218
N -4.605 7.056 0.075  -0.036
H 1.887 6.626 -0.159  0.079
H 6.491 0.342 4.053  0.090
H -7.089 4.837 -5.679  0.113
C -2.194 -2.860 4.400  -0.217
H -2.402 -4.865 -3.249  0.122
C 3.823 -0.716 1.316  -0.195
C 5.789 1.407 -4.944  -0.242
C 6.864 1.833 -7.002  -0.123
C -1.483 -5.903 3.945  -0.199
H -4.357 -3.216 8.587  0.091
C -7.078 3.766 -5.450  -0.217
H 3.060 -3.918 -3.391  0.086
H -3.172 3.843 -5.153  0.111
O 1.881 6.704 4.427  -0.193
H -3.964 5.915 1.835  0.123
H 0.854 1.540 4.908  0.102
C 2.272 -1.612 -5.445  -0.136
H -1.045 -5.407 -2.302  0.120
C 0.105 -2.356 0.441  -0.381
O -3.431 1.917 -3.457  -0.196
H -6.585 -3.582 -1.058  0.089
O -8.130 3.563 -4.519  -0.185
N -5.711 -3.537 3.846  -0.046
C -1.081 -7.346 4.105  -0.273
N -0.627 -4.394 -4.204  -0.028
C -9.274 4.284 -4.819  -0.149
H -0.144 -2.064 -5.356  0.131
C 2.715 -8.880 -1.704  -0.139
H -3.179 -2.374 4.379  0.103
H 1.727 -9.285 -1.423  0.085
C 3.932 4.062 -0.493  -0.207
N 3.915 -5.054 -1.854  -0.015
H 1.414 4.960 -0.368  0.068
H -5.939 2.652 -3.998  0.120
C -6.345 -4.419 2.880  -0.232
H -4.216 8.794 1.293  0.115
H 3.177 3.290 -0.293  0.111
H 0.527 2.835 3.032  0.065
H 4.639 -2.362 3.073  0.114
C 1.977 -6.632 -1.596  -0.194
C 3.832 -4.679 -3.266  -0.198
B -0.385 -0.143 0.223  -0.892
H -3.208 2.898 5.519  0.088
H 2.487 8.525 4.986  0.084
O -1.476 2.080 4.671  -0.204
H -6.188 10.017 0.560  0.122
H -0.880 4.022 5.352  0.118
C -2.806 2.513 4.570  -0.105
H -2.194 -7.290 -3.358  0.119
O 4.388 -4.766 1.792  -0.176
H 3.953 -4.378 3.780  0.115
C -5.779 9.198 -0.051  -0.260
H -5.375 4.967 -3.632  0.109
H -0.658 3.622 -6.164  0.077
H -1.552 -7.734 5.020  0.126
H -1.226 -2.747 -3.007  0.115
H 3.558 -5.545 -3.893  0.118
H 2.978 -0.218 1.821  0.111
H 0.226 2.601 -3.802  0.106
C 3.401 -1.125 -2.232  -0.116
H -0.095 -0.301 4.548  0.075
H 0.296 -3.402 -2.641  0.114
H 5.322 -6.041 3.095  0.084
H -6.168 -5.485 3.082  0.120
H 4.949 3.151 -4.088  0.120
H 0.938 1.104 -4.102  0.105
C -3.686 6.195 0.817  -0.211
C 0.329 -2.145 -4.368  -0.226
H 0.734 4.434 -5.278  0.086
H -4.794 -4.046 1.461  0.122
H 3.319 3.059 1.965  0.104
H -2.544 -5.927 3.679  0.119
H -1.945 -3.174 3.379  0.121
H 4.439 0.630 -0.298  0.102
H 7.725 -2.779 -2.418  0.089
H -7.208 3.177 -6.368  0.120
H 6.846 2.543 -7.829  0.083
C -0.337 -3.135 -3.510  -0.212
H -3.262 -4.456 5.334  0.087
C 1.098 2.168 -4.308  -0.224
O 0.960 2.394 -5.702  -0.189
C 0.804 2.631 4.976  -0.187
C -5.075 -3.907 8.147  -0.101
H 5.527 4.773 0.651  0.118
H 2.673 3.636 -4.006  0.119
H -9.885 4.389 -3.923  0.085
C 5.157 -4.160 -3.800  -0.256
H 3.784 -6.607 2.512  0.084
H 2.565 -4.501 2.638  0.119
H -0.072 7.307 2.241  0.075
C 3.728 -0.182 -0.122  -0.190
H -0.825 -9.156 -4.794  0.089
H 6.790 1.304 -4.506  0.121
O 6.056 2.322 3.742  -0.181
H 6.054 3.607 -0.515  0.113
C 2.578 -5.293 -1.291  -0.198
H -3.741 5.219 0.307  0.108
H -7.182 -4.144 5.345  0.124
H 3.298 -1.854 -5.709  0.083
H -0.671 -8.938 -3.065  0.091
N -1.310 -5.138 5.194  -0.049
C -5.761 3.330 -4.847  -0.196
H -6.348 -1.886 5.978  0.127
C -2.253 -4.034 5.361  -0.210
H 2.317 5.775 -1.673  0.089
C 4.350 3.086 2.300  -0.191
C -6.113 -2.828 -0.419  -0.109
H -4.791 11.116 -2.472  0.086
H 0.260 -4.888 -4.310  0.103
C 2.218 5.676 -0.583  -0.118
H 2.711 0.156 -0.333  0.097
H 2.093 -0.547 -5.269  0.069
H -7.453 -4.382 2.874  0.124
H 2.469 2.496 -2.696  0.097
C -3.189 3.242 -3.034  -0.225
O 0.288 -7.556 3.995  -0.162
H -4.585 -4.631 7.485  0.074
C -5.771 -2.791 6.174  -0.225
O 0.263 0.655 -0.846  0.213
H -6.461 -1.833 -0.698  0.087
C -2.219 6.566 0.822  -0.198
H -4.698 -2.578 6.104  0.107
O 0.587 -1.157 0.707  0.203
C 4.677 -6.056 2.194  -0.148
H 2.054 4.983 5.510  0.122
H 0.238 -1.153 -3.898  0.120
H 3.260 -0.108 -2.652  0.074
H 5.225 -6.605 1.432  0.086
C 2.931 7.545 4.811  -0.122
H -5.491 -4.766 5.431  0.105
H 4.635 4.112 2.586  0.115
H -5.589 -4.555 8.861  0.087
H 2.672 -5.145 -0.208  0.105
N 5.196 2.691 1.153  -0.045
N 3.600 -2.162 1.271  -0.020
H -5.194 2.732 -5.561  0.117
H -2.082 -6.519 -4.933  0.124
C 0.419 3.673 -5.995  -0.103
H 7.804 1.894 -6.441  0.084
H -3.365 0.015 -2.766  0.092
H 4.805 -0.455 1.700  0.107
H -3.078 5.174 -3.937  0.114
H 1.770 -1.678 -6.444  0.093
C -5.883 -4.202 1.462  -0.240
H -6.202 9.991 -2.546  0.091
H -0.947 -5.402 3.137  0.120
O -4.890 9.714 -1.002  -0.186
H 3.829 -1.691 -3.056  0.070
O -2.020 -3.098 -0.475  0.153
H -5.961 -2.587 3.589  0.120
H 0.795 -8.965 -4.002  0.067
C -0.618 2.955 5.364  -0.233
H 3.703 7.652 4.038  0.089
H -3.886 3.501 -2.227  0.123
C -1.298 -2.207 -0.182  -0.406
O -0.267 -7.244 -4.179  -0.192
H 5.458 0.354 -5.026  0.127
H -4.063 7.483 -0.676  0.100
H -1.662 -0.236 3.755  0.081
H 1.049 -6.775 -1.027  0.131
C 4.795 2.062 -4.012  -0.209
H -2.066 -3.677 6.377  0.118
H -9.853 3.788 -5.610  0.087
H -0.568 -1.344 3.086  0.077
H 0.164 5.055 3.732  0.114
C 2.456 2.573 -3.784  -0.209
C -0.839 -0.910 4.051  -0.071
H 5.734 -5.034 -4.177  0.113
C -0.237 -8.629 -4.033  -0.128
C 3.659 -2.619 2.639  -0.223
H -1.892 6.964 -0.154  0.124
H 4.977 1.674 -3.006  0.118
H 2.973 -2.060 3.300  0.118
O 5.897 -3.424 -2.883  -0.172
H 1.803 -6.772 -2.671  0.105
H 7.719 -4.336 -3.329  0.083
N 3.437 1.704 -4.411  -0.054

Properties
Frontier orbital gap ... 0.2936 Ha
HOMO energy ... -5.930 eV
E_LUMO ... 0.07567 Eh
Relative energy (zero: lowest compared OMol25 entry of this formula, charge and spin) ... 0.000 eV
E ... -141701.6826 eV
Net charge ... -1